Computed, not measured: 2 unconnected molecules or ions with the total composition C14H15N2OS in a non-equilibrium geometry, with ωB97M-V with the def2-TZVPD basis set.

XYZ file:
```
33
Properties=species:S:1:pos:R:3:mulliken_charge:R:1
C 4.3793 -2.7091 0.0918 -0.78
S 2.9460 -2.2861 1.0914 -0.04
C 1.7381 -2.2902 -0.2564 -0.80
C 0.3275 -2.1558 0.3587 0.27
C -0.3274 -3.4805 0.6690 -1.13
O -0.1291 -1.0293 0.5464 -0.34
H 5.2178 -2.8526 0.7784 0.31
H 4.2014 -3.6366 -0.4637 0.24
H 4.6055 -1.8785 -0.5835 0.26
H 1.8878 -1.3939 -0.8782 0.42
H 1.8020 -3.2518 -0.7991 0.45
H 0.3865 -4.2847 0.4002 0.37
H -0.5620 -3.5376 1.7462 0.29
H -1.2601 -3.6126 0.0889 0.31
C -2.8641 -0.2901 0.7590 -1.28
C -1.5953 0.4719 0.9377 1.72
C -1.0823 0.5383 2.2734 -0.36
N -0.7293 0.6041 3.4037 -0.82
C -1.3249 1.6574 0.1393 0.93
C -1.9893 1.9303 -1.0962 -0.61
C -1.6100 3.0044 -1.8966 -0.77
C -0.5731 3.8590 -1.5022 0.35
C -0.1309 4.9093 -2.3788 0.16
N 0.2559 5.7494 -3.1053 -0.65
C 0.1098 3.6102 -0.3068 -0.66
C -0.2628 2.5422 0.5136 -0.74
H -3.3462 -0.0311 -0.1810 0.30
H -2.7278 -1.3817 0.8242 0.23
H -3.5150 0.0258 1.5970 0.26
H -2.8762 1.3569 -1.3829 0.06
H -2.1040 3.1618 -2.8610 0.35
H 0.9540 4.2304 -0.0188 0.37
H 0.1983 2.4509 1.4916 0.32
```

Summary:
Electronic energy in eV: -30623.1196
Frontier orbital gap in eV: 4.686
Energy relative to the best compared isomer or geometry (same formula, charge and spin) in kJ/mol: 0.00
Net charge: -1
Spin multiplicity: 1